86
Properties=species:S:1:pos:R:3:forces:R:3 method="wB97M-V/def2-TZVPD" homo_ev=-12.753 e_tot_ev=-51270.110 e_lumo_ev=-10.386 gap_ev=2.4 charge=+2
C -4.9562 -0.2890 -1.1307 -0.063 -0.253 0.267
C -3.9416 -1.1763 -0.3982 -0.285 0.225 -0.151
C -2.7358 -0.4299 0.2536 -0.338 -0.699 -0.118
C -2.6334 -0.8168 1.7493 0.102 0.289 -0.091
C -1.3093 -0.5290 -0.4098 -0.408 0.660 0.812
C -0.4168 0.3582 0.5124 0.743 -0.476 -0.810
C 0.8479 1.0519 -0.0109 -0.316 0.502 0.364
C 1.6260 1.6372 1.1622 0.327 0.066 -0.411
C 2.8596 2.4158 0.6921 0.017 -0.160 -0.023
C 3.9970 2.3945 1.7070 -0.429 -0.268 0.209
C 3.5869 2.8425 3.1234 0.370 -0.162 -0.268
C 3.4228 1.6929 4.1242 -0.505 0.299 -0.148
C 3.5807 2.1174 5.5881 -0.067 -0.358 -0.023
O 3.4708 3.5098 5.7086 -0.056 0.144 0.037
C 3.6675 3.9348 7.0427 -0.063 -0.299 -0.067
C -1.2860 -0.0982 -1.8987 1.017 0.688 -0.348
C 0.1091 -0.1516 -2.5841 0.273 -0.237 -0.181
C 0.0735 -0.5065 -4.0521 0.083 -0.386 -0.256
N 0.3408 -1.6491 -4.5277 -0.029 0.119 0.024
C -1.9047 1.2550 -2.2647 -1.032 -0.398 -0.104
C -2.9225 1.3173 -3.4357 -0.277 0.974 -0.297
C -4.0837 2.2783 -3.0762 0.124 -0.217 -0.196
C -2.2876 1.8343 -4.7498 -0.005 -0.797 0.042
O -1.9733 -1.3123 -2.5125 0.041 0.410 -0.274
C -1.4921 -2.3112 -1.9128 0.779 -0.180 0.503
O -1.6890 -3.4496 -2.4112 -1.105 0.699 -1.704
C -0.8905 -2.0349 -0.5354 -0.410 -0.636 -0.034
C 0.6075 -2.3895 -0.1905 -0.266 -0.273 -0.453
C 1.4369 -3.2924 -1.1257 1.024 0.067 0.340
C 1.5958 -4.7007 -0.5132 -0.437 0.097 -0.641
C 2.8628 -2.7284 -1.2894 -0.339 -0.385 0.213
P -1.7581 -3.4408 0.3804 0.055 0.746 0.013
O -1.3002 -4.7593 -0.2741 0.041 -0.576 0.109
H -5.9566 -0.6608 -0.9348 -0.152 -0.083 -0.050
H -4.9301 0.7196 -0.7356 0.013 0.227 -0.144
H -4.8305 -0.3015 -2.2046 0.156 0.261 -0.164
H -3.6795 -1.9785 -1.0813 0.086 -0.138 -0.048
H -4.5100 -1.6561 0.3936 0.095 -0.118 0.230
H -3.0237 0.6147 0.2582 0.115 0.230 -0.197
H -2.5079 0.0714 2.3583 0.105 0.065 0.174
H -3.5388 -1.2987 2.0980 -0.089 -0.127 0.068
H -1.7700 -1.4376 1.9907 0.015 -0.103 0.072
H -1.0353 1.1586 0.8980 -0.208 -0.019 0.277
H -0.0863 -0.2748 1.3318 -0.202 0.086 0.383
H 0.5546 1.8920 -0.6419 0.043 -0.037 -0.298
H 1.5165 0.4146 -0.5793 0.081 -0.115 -0.055
H 0.9742 2.2943 1.7332 -0.084 -0.110 0.322
H 1.9690 0.8133 1.7881 -0.119 -0.060 0.286
H 3.2043 1.9494 -0.2333 0.158 0.078 -0.153
H 2.5988 3.4438 0.4476 -0.146 0.118 -0.045
H 4.8159 3.0053 1.3430 0.144 0.042 -0.098
H 4.3468 1.3620 1.7595 0.278 -0.066 -0.023
H 2.6532 3.3956 3.0641 -0.021 0.282 0.129
H 4.3417 3.5226 3.4980 0.025 0.180 0.099
H 4.1067 0.8864 3.8715 0.206 -0.071 0.142
H 2.4167 1.2889 4.0103 -0.098 -0.171 -0.086
H 4.5247 1.7430 5.9956 0.244 0.218 0.011
H 2.7939 1.6452 6.1847 -0.059 -0.081 0.133
H 4.7082 3.7909 7.3329 0.152 0.128 0.086
H 3.0466 3.3568 7.7304 -0.127 -0.041 0.077
H 3.3808 4.9757 7.1106 0.092 0.190 -0.037
H 0.6094 0.8025 -2.5025 -0.095 0.229 0.165
H 0.7943 -0.8636 -2.1272 -0.151 -0.239 0.149
H -0.1399 0.2681 -4.7764 -0.183 0.215 0.015
H 0.5886 -2.3021 -3.7817 0.055 -0.042 0.030
H -1.1032 1.9358 -2.5169 0.284 0.025 0.083
H -2.3822 1.6943 -1.3955 -0.074 -0.169 0.256
H -3.3715 0.3581 -3.6665 0.144 -0.332 0.303
H -4.2313 2.3942 -2.0092 -0.117 -0.003 0.142
H -5.0023 1.9045 -3.5179 -0.200 0.018 0.013
H -3.9226 3.2592 -3.5094 0.132 0.215 0.117
H -2.9629 2.5025 -5.2675 -0.046 0.196 -0.055
H -2.1044 1.0115 -5.4369 0.160 -0.054 -0.115
H -1.3434 2.3371 -4.5669 0.069 0.282 -0.056
H 0.6215 -2.9187 0.7588 -0.114 0.245 0.339
H 1.1302 -1.4637 0.0058 -0.020 0.219 -0.157
H 1.0428 -3.3383 -2.1426 -0.320 -0.009 -0.038
H 1.4852 -4.6726 0.5643 0.351 -0.033 0.221
H 0.7703 -5.3581 -0.8087 0.445 -0.542 0.069
H 2.5354 -5.1568 -0.7966 0.091 -0.149 0.000
H 3.4216 -2.9406 -0.3814 0.126 0.293 0.195
H 2.8701 -1.6644 -1.4992 0.111 0.141 -0.090
H 3.3657 -3.2780 -2.0781 0.122 0.110 -0.219
H -3.1477 -3.3575 0.3948 -0.006 -0.003 0.044
H -1.3195 -3.3983 1.6986 0.085 -0.258 0.034
Pd -0.7928 -5.0656 -2.1694 -0.121 -0.345 1.132